Density functional theory data (wB97M-V/def2-TZVPD) for a cluster of 2 separate species, C23H25FNO in total at a distorted geometry.

Each atom is followed by the atoms it is bonded to, with distances in Å.
Positions of all 51 atoms, in Å:
1 C 3.84358 -1.35694 2.95067  C2 1.492, H13 1.090, H14 1.088, H15 1.089
2 C 3.06704 -0.08894 2.83009  C1 1.492, N3 1.386, O12 1.212
3 N 1.70883 -0.17227 3.09354  C2 1.386, C4 1.414, H16 1.013
4 C 0.73621 0.84609 2.97029  N3 1.414, C5 1.477, C11 1.336
5 C -0.52920 0.67579 3.71192  C4 1.477, C6 1.338, C10 1.506
6 C -1.47254 1.62494 3.73532  C5 1.338, C7 1.497, H17 1.075
7 C -2.72337 1.56161 4.55490  C6 1.497, C8 1.539, H18 1.099, H19 1.097
8 C -2.66557 0.47950 5.64800  C7 1.539, C9 1.532, H20 1.097, H21 1.098
9 C -2.08351 -0.82207 5.08806  C8 1.532, C10 1.535, H22 1.099, H23 1.097
10 C -0.68073 -0.59447 4.50674  C5 1.506, C9 1.535, H24 1.096, H25 1.097
11 C 0.99348 1.91098 2.20528  C4 1.336, H26 1.070, H27 1.070
12 O 3.62159 0.94293 2.51823  C2 1.212
13 H 3.18103 -2.22220 2.96397  C1 1.090
14 H 4.51976 -1.46954 2.10547  C1 1.088
15 H 4.43865 -1.37442 3.86245  C1 1.089
16 H 1.38664 -1.08228 3.39931  N3 1.013
17 H -1.32217 2.51732 3.15435  C6 1.075
18 H -2.91767 2.54684 5.00098  C7 1.099
19 H -3.57604 1.37250 3.89113  C7 1.097
20 H -2.04038 0.82840 6.47893  C8 1.097
21 H -3.65783 0.30667 6.08433  C8 1.098
22 H -2.05829 -1.60573 5.85761  C9 1.099
23 H -2.74490 -1.20897 4.30253  C9 1.097
24 H -0.42387 -1.44306 3.86189  C10 1.096
25 H 0.06400 -0.58084 5.31272  C10 1.097
26 H 0.30334 2.71527 2.05859  C11 1.070
27 H 1.93873 1.98548 1.71044  C11 1.070
28 F -4.50018 2.38755 1.33076  C29 1.356
29 C -3.74960 1.36124 0.85898  F28 1.356, C30 1.386, C41 1.377
30 C -4.10864 0.05048 1.13229  C29 1.386, C31 1.380, H42 1.075
31 C -3.32831 -0.99502 0.68196  C30 1.380, C32 1.372, H43 1.080
32 C -2.19340 -0.74015 -0.04653  C31 1.372, C33 1.412, H44 1.077
33 C -1.79374 0.57769 -0.36049  C32 1.412, C34 1.419, C41 1.411
34 C -0.61590 0.72903 -1.13809  C33 1.419, C35 1.419, H45 1.080
35 C 0.04248 1.85074 -1.70502  C34 1.419, C36 1.411, C40 1.413
36 C 1.18484 1.59186 -2.49176  C35 1.411, C37 1.371, H46 1.077
37 C 1.88678 2.60531 -3.09148  C36 1.371, C38 1.382, H47 1.078
38 C 1.48316 3.91750 -2.93042  C37 1.382, C39 1.383, H48 1.077
39 C 0.36797 4.21119 -2.16716  C38 1.383, C40 1.372, H49 1.079
40 C -0.34336 3.20327 -1.56707  C35 1.413, C39 1.372, H50 1.068
41 C -2.61440 1.61768 0.12376  C29 1.377, C33 1.411, H51 1.066
42 H -5.00579 -0.13216 1.69613  C30 1.075
43 H -3.61652 -2.01340 0.89446  C31 1.080
44 H -1.59563 -1.56164 -0.40377  C32 1.077
45 H -0.13261 -0.21059 -1.36034  C34 1.080
46 H 1.49917 0.57059 -2.62546  C36 1.077
47 H 2.75252 2.37662 -3.69140  C37 1.078
48 H 2.03914 4.71104 -3.39965  C38 1.077
49 H 0.05622 5.23685 -2.04284  C39 1.079
50 H -1.20220 3.47124 -0.99123  C40 1.068
51 H -2.38270 2.64379 -0.04764  C41 1.066

Output
E_HOMO in hartree: -0.387
Frontier orbital gap in eV: 4.5
Largest force on an atom in eV/Å: 1.13
E_LUMO in eV: -6.04
Charge: +1